# 1
18
Properties=species:S:1:pos:R:3 method="wB97M-V/def2-TZVPD" largest_force_ev_per_a=1.538 e_lumo_ev=0.905 homo_lumo_gap_ev=9.6 energy_ev=-8332.614 homo_energy_ev=-8.672
N -0.49 1.91 -1.04
C -0.47 0.57 -1.62
C 0.29 -0.32 -0.65
C 0.35 -1.84 -0.97
N -0.12 -2.57 0.16
H 0.38 2.43 -1.19
H -1.28 2.46 -1.29
H -1.46 0.18 -1.80
H 0.10 0.59 -2.56
H -0.12 -0.14 0.34
H 1.31 0.08 -0.58
H -0.24 -2.01 -1.88
H 1.39 -2.03 -1.27
H 0.00 -3.56 0.21
H -0.22 -2.18 1.07
O -0.14 2.26 4.41
H 0.32 2.26 3.54
H 0.40 1.90 5.11

# 2
58
Properties=species:S:1:pos:R:3 method="wB97M-V/def2-TZVPD" largest_force_ev_per_a=2.961 e_lumo_ev=0.434 homo_lumo_gap_ev=10.4 energy_ev=-44677.238 homo_energy_ev=-9.981
C 4.55 -2.87 1.90
C 4.30 -3.38 0.48
O 2.90 -3.48 0.25
C 2.50 -3.13 -1.05
C 1.02 -2.80 -1.10
O 0.64 -1.45 -0.93
C 0.93 -0.81 0.27
C 2.38 -0.28 0.38
C 3.16 0.15 -0.84
O 4.27 0.62 -0.69
O 2.61 0.04 -2.09
C -0.09 0.32 0.42
C 0.11 1.54 -0.48
O -1.16 2.01 -0.90
C 0.88 2.69 0.21
F 1.02 2.50 1.53
F 2.13 2.82 -0.31
F 0.26 3.88 0.05
O 0.84 -1.69 1.41
C -0.42 -1.87 1.91
O -0.63 -1.62 3.08
C -1.53 -2.36 1.01
C -2.87 -2.20 1.66
O -3.81 -1.88 0.97
H 3.69 -2.31 2.26
H 5.42 -2.23 1.90
H 4.70 -3.68 2.59
H 4.79 -2.75 -0.24
H 4.71 -4.39 0.43
H 2.63 -4.00 -1.69
H 3.11 -2.34 -1.48
H 0.53 -3.48 -0.42
H 0.68 -3.06 -2.09
H 2.40 0.53 1.09
H 2.96 -1.07 0.83
H 3.20 -0.46 -2.65
H -0.19 0.62 1.45
H -1.05 -0.06 0.11
H 0.61 1.28 -1.40
H -1.70 2.15 -0.12
H -1.53 -1.89 0.05
H -1.37 -3.42 0.83
H -2.96 -2.31 2.74
C -4.05 4.83 -0.29
C -2.86 3.89 -0.11
O -3.22 2.59 0.33
C -4.08 1.86 -0.53
C -3.51 1.63 -1.92
H -4.61 4.91 0.64
H -3.70 5.82 -0.57
H -4.73 4.48 -1.06
H -2.21 4.29 0.67
H -2.27 3.84 -1.02
H -5.06 2.34 -0.59
H -4.23 0.90 -0.04
H -3.34 2.57 -2.46
H -4.19 1.02 -2.51
H -2.55 1.12 -1.86